{
  "formula": "C25H25BN8O2Zn",
  "method": "wB97M-V/def2-TZVPD",
  "gap_ev": [4.561, 4.113],
  "homo_energy_ha": [-0.5231, -0.5209],
  "total_charge": 2,
  "species": ["C", "N", "N", "C", "C", "B", "N", "N", "C", "C", "C", "Zn", "N", "N", "C", "C", "C", "H", "H", "H", "H", "H", "H", "H", "H", "H", "H", "H", "C", "H", "H", "H", "O", "C", "N", "C", "C", "O", "N", "C", "C", "C", "C", "C", "C", "C", "C", "C", "C", "C", "C", "H", "H", "H", "H", "H", "H", "H", "H", "H", "H", "H"],
  "xyz": [[2.71, -0.14, -2.06], [1.47, -0.20, -2.58], [1.61, -0.21, -3.95], [2.92, -0.23, -4.28], [3.66, -0.19, -3.10], [0.38, -0.12, -4.89], [-0.61, -1.25, -4.45], [-1.07, -1.36, -3.14], [-2.02, -2.33, -3.13], [-2.14, -2.85, -4.43], [-1.24, -2.14, -5.22], [-0.41, -0.37, -1.58], [-0.34, 1.22, -4.48], [-0.76, 1.38, -3.17], [-1.30, 2.59, -3.08], [-1.29, 3.22, -4.34], [-0.67, 2.32, -5.19], [-1.67, 2.96, -2.13], [-0.42, 2.37, -6.24], [-1.68, 4.18, -4.58], [0.66, -0.14, -6.05], [-0.97, -2.22, -6.27], [3.20, -0.29, -5.32], [-2.79, -3.65, -4.74], [4.73, -0.21, -3.02], [-2.57, -2.55, -2.22], [2.89, -0.05, -0.98], [-2.74, -0.81, -0.25], [-2.50, -1.71, 0.34], [-3.15, -2.54, 0.03], [-1.45, -2.02, 0.22], [-2.69, -1.51, 1.40], [-0.79, 2.65, -0.06], [-0.37, 1.72, 0.60], [0.01, 1.79, 1.95], [0.30, 0.50, 2.50], [0.36, -0.34, 1.21], [0.77, -1.50, 1.11], [-0.16, 0.39, 0.18], [1.60, 0.56, 3.30], [2.74, -0.13, 2.91], [3.92, 0.00, 3.66], [3.94, 0.83, 4.78], [2.78, 1.52, 5.17], [1.61, 1.38, 4.43], [-0.85, -0.03, 3.36], [-0.72, -1.31, 3.92], [-1.73, -1.80, 4.75], [-2.87, -1.03, 4.99], [-3.01, 0.22, 4.39], [-2.00, 0.72, 3.56], [-0.05, 2.67, 2.45], [2.71, -0.80, 2.04], [4.81, -0.56, 3.35], [4.86, 0.94, 5.36], [2.78, 2.16, 6.04], [0.68, 1.88, 4.74], [0.19, -1.89, 3.70], [-1.60, -2.79, 5.20], [-3.66, -1.43, 5.64], [-3.90, 0.83, 4.57], [-2.11, 1.70, 3.09]],
  "nbo_charge": [0.004, -0.485, -0.336, 0.025, -0.322, 0.536, -0.322, -0.524, 0.013, -0.322, 0.042, 1.675, -0.222, -0.250, -0.016, -0.013, 0.074, 0.285, 0.266, 0.260, 0.005, 0.250, 0.244, 0.259, 0.254, 0.236, 0.227, 0.202, -0.870, 0.235, 0.213, 0.225, -0.630, 0.801, -0.645, -0.102, 0.703, -0.604, -0.893, 0.135, -0.237, -0.157, -0.104, -0.211, -0.181, 0.100, -0.115, -0.223, -0.063, -0.147, -0.184, 0.436, 0.253, 0.244, 0.245, 0.247, 0.224, 0.260, 0.256, 0.251, 0.251, 0.240]
}